No. 1
{
  "formula": "C24H48AlNO2P2Si2",
  "method": "ωB97M-V with the def2-TZVPD basis set",
  "de_lowest_kcal_mol": 34.1,
  "e_lumo_ha": [0.00878, 0.00879],
  "homo_ev": [-4.385, -4.384],
  "gap_ha": [0.16992, 0.16990],
  "species": ["C", "C", "N", "C", "C", "C", "C", "P", "Al", "P", "C", "C", "C", "C", "C", "C", "C", "O", "O", "H", "H", "H", "C", "C", "H", "H", "H", "H", "C", "C", "H", "H", "H", "H", "H", "H", "H", "H", "H", "H", "H", "H", "H", "H", "H", "H", "H", "H", "H", "H", "H", "H", "C", "Si", "C", "C", "C", "Si", "C", "C", "C", "H", "H", "H", "H", "H", "H", "H", "H", "H", "H", "H", "H", "H", "H", "H", "H", "H", "H", "H"],
  "xyz": [[-0.08815, 3.61111, -2.77718], [-0.31875, 2.36835, -2.14266], [0.58499, 1.95078, -1.16709], [1.71938, 2.65418, -0.92872], [1.92678, 3.89407, -1.51558], [1.00815, 4.38292, -2.44740], [-1.44544, 1.57765, -2.44527], [-1.79608, 0.01399, -1.74648], [0.12808, 0.44991, -0.05918], [2.54853, 0.24676, 0.27927], [2.74716, 2.07182, 0.02526], [0.07059, -3.08340, -0.83025], [-0.87581, -4.00201, -0.36608], [-0.45022, -5.24192, 0.12355], [0.90975, -5.56357, 0.14854], [1.84193, -4.66533, -0.38335], [1.42544, -3.42817, -0.89037], [-1.18033, 1.53581, -6.75223], [3.21923, -1.45722, -4.13090], [-0.82445, 3.92345, -3.51619], [2.81841, 4.45239, -1.23376], [1.16257, 5.35479, -2.91255], [-3.34411, 0.04405, -0.82859], [-1.99095, -1.21986, -3.05124], [3.76607, 2.23251, -0.36052], [2.68681, 2.57427, 1.00722], [-1.36746, 0.86990, -7.40018], [-2.08750, 1.94416, -3.25431], [3.50228, -0.07054, 1.80678], [3.62954, -0.40903, -1.02842], [-1.94225, -3.76127, -0.37604], [-1.18560, -5.95861, 0.49067], [1.23913, -6.51887, 0.56267], [2.89782, -4.93249, -0.40680], [2.14935, -2.74415, -1.34024], [-0.56723, -0.69837, -0.86017], [3.25673, -2.42370, -4.21367], [2.46336, -1.20195, -4.64258], [-0.24553, 1.75131, -6.89752], [-0.26119, -2.07243, -1.13719], [-4.16572, 0.13123, -1.55398], [-3.47879, -0.87772, -0.24973], [-3.38233, 0.90866, -0.15432], [-2.82643, -0.91141, -3.69457], [-1.07789, -1.26838, -3.66006], [-2.20132, -2.21207, -2.63214], [4.55852, 0.18090, -1.05609], [3.86841, -1.45853, -0.80545], [3.16153, -0.37493, -2.01972], [4.54080, 0.27752, 1.68830], [3.05261, 0.43875, 2.67187], [3.51348, -1.15136, 2.00826], [-2.18225, -1.74105, 2.10053], [-0.62730, -0.88263, 2.71904], [-0.84470, -0.57253, 4.56859], [0.77280, -2.13670, 2.56212], [-0.24566, 0.75185, 1.83371], [-1.41176, 2.17990, 2.27621], [-0.65028, 3.02652, 3.77654], [-1.59731, 3.48656, 0.93235], [-3.16321, 1.65409, 2.73932], [-2.61450, -2.32069, 2.93056], [-1.95589, -2.45356, 1.29774], [-2.95799, -1.05565, 1.74532], [-0.94466, -1.55212, 5.06051], [0.03642, -0.07236, 4.99331], [-1.73256, 0.02108, 4.81962], [0.43441, -3.09010, 2.99640], [1.06785, -2.35763, 1.52861], [1.66743, -1.82049, 3.11455], [0.71694, 1.08223, 2.28178], [0.25807, 3.57451, 3.49011], [-1.36727, 3.75040, 4.18849], [-0.38275, 2.31670, 4.56928], [-2.16231, 3.13940, 0.05735], [-2.14958, 4.33629, 1.36570], [-0.62997, 3.86985, 0.58000], [-3.67083, 1.06374, 1.96801], [-3.20938, 1.09220, 3.68018], [-3.74770, 2.57626, 2.88045]],
  "lowdin_charge": [-0.043, -0.343, 0.026, -0.313, -0.069, -0.072, -0.265, 0.752, 0.064, 0.881, -0.259, -0.138, -0.109, -0.093, -0.101, -0.098, -0.100, -0.058, -0.051, 0.112, 0.107, 0.107, -0.247, -0.223, 0.093, 0.104, 0.015, 0.062, -0.249, -0.253, 0.096, 0.100, 0.099, 0.097, 0.077, -0.122, 0.051, 0.024, 0.039, -0.004, 0.039, 0.029, 0.028, 0.051, 0.051, 0.038, 0.053, 0.042, 0.027, 0.050, 0.048, 0.039, -0.156, 0.419, -0.188, -0.173, -0.426, 0.420, -0.181, -0.175, -0.176, 0.044, 0.001, 0.000, 0.033, 0.029, 0.016, 0.043, 0.005, 0.018, 0.011, 0.031, 0.032, 0.018, 0.025, 0.038, 0.029, 0.007, 0.022, 0.037]
}



No. 2
{
  "formula": "C24H48AsF6O12S6",
  "method": "ωB97M-V with the def2-TZVPD basis set",
  "de_lowest_kcal_mol": 30.5,
  "e_lumo_ha": 0.06475,
  "homo_ev": -8.081,
  "gap_ha": 0.36172,
  "charge": -1,
  "species": ["As", "F", "F", "F", "F", "F", "F", "C", "C", "C", "S", "O", "O", "C", "H", "H", "H", "H", "H", "H", "H", "H", "C", "C", "C", "S", "O", "O", "C", "H", "H", "H", "H", "H", "H", "H", "H", "C", "C", "C", "S", "O", "O", "C", "H", "H", "H", "H", "H", "H", "H", "H", "C", "C", "C", "S", "O", "O", "C", "H", "H", "H", "H", "H", "H", "H", "H", "C", "C", "C", "S", "O", "O", "C", "H", "H", "H", "H", "H", "H", "H", "H", "C", "C", "C", "S", "O", "O", "C", "H", "H", "H", "H", "H", "H", "H", "H"],
  "xyz": [[-0.54302, 1.07778, 0.99039], [-1.88548, 1.17766, 2.10864], [0.04288, -0.41461, 1.68225], [0.81543, 0.98309, -0.17943], [-0.93602, 2.59639, 0.19012], [0.41984, 2.01460, 2.11634], [-1.56594, 0.16909, -0.08209], [0.72634, -0.39181, 5.56528], [0.77776, -1.46385, 6.65350], [1.83113, -1.06455, 7.69275], [2.72035, 0.38396, 7.05772], [4.14492, 0.07380, 7.08340], [2.20696, 1.62676, 7.59675], [2.11966, 0.19405, 5.39653], [0.01836, 0.41423, 5.77544], [0.40679, -0.82074, 4.61452], [0.97424, -2.38416, 6.09371], [-0.20595, -1.70058, 7.06087], [2.54382, -1.87570, 7.81895], [1.35627, -0.81380, 8.63904], [2.80522, -0.62942, 5.15425], [2.30026, 1.09107, 4.81655], [-4.92399, 0.97363, 0.68774], [-5.02554, 1.95843, 1.85953], [-5.49536, 1.23832, 3.11369], [-6.82946, 0.18103, 2.46692], [-8.00934, 1.01444, 2.23720], [-6.94124, -1.05338, 3.21451], [-5.94564, -0.18309, 0.88319], [-3.95865, 0.46885, 0.67159], [-5.11800, 1.44779, -0.26990], [-5.71098, 2.72593, 1.50036], [-4.08236, 2.40022, 2.18155], [-5.89344, 1.90532, 3.87559], [-4.69772, 0.64906, 3.56423], [-6.59422, -0.42982, 0.05192], [-5.45473, -1.06770, 1.29003], [3.34739, -1.07780, 0.04973], [3.94358, 0.34860, 0.40928], [4.62613, 0.19720, 1.78885], [5.39506, -1.46707, 1.78835], [4.93825, -2.09121, 3.00962], [6.79601, -1.44075, 1.37915], [4.47939, -2.07575, 0.29843], [3.03476, -1.24162, -0.97761], [2.53910, -1.18225, 0.77260], [3.11701, 1.04270, 0.54564], [4.66731, 0.77349, -0.28635], [3.81491, 0.15355, 2.51599], [5.31379, 0.96054, 2.14165], [4.22033, -3.10776, 0.52843], [5.21942, -2.03730, -0.49777], [-1.18233, 2.89487, -3.33521], [-2.16587, 2.74140, -4.48770], [-2.70159, 4.14918, -4.82891], [-2.86133, 4.93691, -3.17929], [-4.23007, 4.86412, -2.70363], [-2.18243, 6.21386, -3.27878], [-1.79650, 3.77813, -2.26244], [-0.27261, 3.31522, -3.77682], [-0.89200, 1.92124, -2.93676], [-3.03347, 2.14673, -4.19176], [-1.73011, 2.27328, -5.36902], [-3.75194, 4.18160, -5.11501], [-2.04841, 4.83504, -5.35675], [-2.50974, 3.21453, -1.66130], [-1.14640, 4.33652, -1.59928], [0.95421, -4.27682, -2.32943], [0.75859, -3.87834, -0.86775], [-0.43217, -2.96138, -0.83799], [-1.65906, -3.68987, -1.93496], [-2.22971, -2.63820, -2.76186], [-2.47525, -4.58115, -1.15272], [-0.45844, -4.64914, -2.89174], [1.49060, -5.22285, -2.40520], [1.41269, -3.51781, -2.95926], [1.62176, -3.52170, -0.29152], [0.72903, -4.80119, -0.26726], [-0.16800, -2.04378, -1.36550], [-0.96056, -2.82511, 0.10192], [-0.52654, -4.36394, -3.93734], [-0.67137, -5.69472, -2.68719], [1.03179, -0.08684, -4.81720], [1.38762, -0.21237, -3.30060], [2.58493, 0.67974, -3.04428], [3.64341, 0.44899, -4.45225], [4.47156, -0.72163, -4.23066], [4.20222, 1.72427, -4.78093], [2.32135, 0.10428, -5.64588], [0.46450, 0.83796, -4.95381], [0.50663, -0.97444, -5.15143], [1.53081, -1.28963, -3.17442], [0.57405, 0.00458, -2.60784], [3.22477, 0.49679, -2.18527], [2.31327, 1.73415, -3.06424], [2.57099, -0.87726, -6.06404], [2.44548, 0.76791, -6.49632]],
  "lowdin_charge": [0.785, -0.254, -0.268, -0.285, -0.260, -0.267, -0.257, -0.224, -0.215, -0.210, 0.675, -0.344, -0.328, -0.232, 0.120, 0.109, 0.113, 0.111, 0.099, 0.100, 0.103, 0.113, -0.197, -0.232, -0.221, 0.689, -0.350, -0.355, -0.188, 0.084, 0.109, 0.115, 0.103, 0.104, 0.108, 0.100, 0.087, -0.202, -0.198, -0.206, 0.698, -0.345, -0.350, -0.212, 0.089, 0.104, 0.093, 0.111, 0.086, 0.105, 0.093, 0.099, -0.227, -0.218, -0.205, 0.685, -0.337, -0.351, -0.218, 0.120, 0.103, 0.121, 0.104, 0.093, 0.095, 0.092, 0.101, -0.196, -0.226, -0.223, 0.671, -0.338, -0.323, -0.208, 0.110, 0.095, 0.102, 0.123, 0.088, 0.112, 0.095, 0.097, -0.179, -0.208, -0.225, 0.660, -0.325, -0.327, -0.209, 0.095, 0.109, 0.090, 0.094, 0.074, 0.115, 0.095, 0.099]
}



Question: Which formula does entry 2 have?
Answer: C24H48AsF6O12S6